This record from the Open Molecules 2025 dataset describes 2 unconnected molecules or ions with the total composition C4H13N3 at a distorted geometry. The level of theory is ωB97M-V with the def2-TZVPD basis set.

Output
- Spin multiplicity: 2
- Highest occupied orbital energy (spin up / spin down): -0.8931 / -0.8590 hartree
- Total charge: +3
- LUMO level (spin up / spin down): -14.4 / -17.1 eV
- Gap between HOMO and LUMO (spin up / spin down): 9.8806 / 6.2326 eV
- ΔE to the lowest compared entry with this formula, charge and spin: 175.00 kcal per mole
- Molar mass: 103.2 g mol⁻¹

Element x y z (Å)
C: -0.2700 -0.8152 -1.3281
C: -0.8353 -0.7028 0.1635
C: 0.2020 0.3036 0.4950
C: 1.5250 -0.0967 0.3579
N: 2.3779 0.7422 1.3368
N: -0.2684 1.3905 1.2659
N: -2.3237 -0.8709 -2.0044
H: 0.0277 -1.7484 -1.9040
H: -0.3717 0.1736 -1.8490
H: -1.8813 -0.3794 0.4405
H: -0.6524 -1.8626 0.4429
H: 1.7532 -0.6537 -0.5222
H: 3.0383 1.4259 0.9094
H: 3.0721 0.0172 1.7338
H: 1.7190 1.3351 1.8370
H: -1.0949 1.1409 1.8880
H: -0.3684 2.3586 0.9122
H: -1.9455 -1.8610 -2.0592
H: -2.5924 -0.0580 -1.3627
H: -2.9352 -0.8544 -2.7853